Record 1
DFT (wB97M-V/def2-TZVPD) results for a cluster of 5 separate species, C11H15Cl16NO4S in total.

```
! RIJCOSX wB97M-V def2-TZVPD def2/J DEFGRID3
* xyz 0 1
N 3.64394 -1.38117 0.52566
C 4.38751 -1.17383 -0.72253
C 4.14378 0.23221 -1.28710
O 4.12431 1.19442 -0.24280
C 2.93646 0.37113 -2.21832
C 1.53129 0.01240 -1.73487
C 1.06710 0.65069 -0.42538
C -0.42858 0.40516 -0.16987
S -1.17735 -1.11371 -0.79182
O -2.35728 -0.78042 -1.52026
O -1.22891 -2.03832 0.29985
O -0.17154 -1.68484 -1.88084
C 1.23788 -1.47766 -1.63975
H 3.47481 -2.36729 0.67920
H 4.20198 -1.07518 1.31454
H 5.46217 -1.31947 -0.58553
H 4.06151 -1.91145 -1.45996
H 5.01809 0.48414 -1.89325
H 3.54601 0.84948 0.44585
H 2.91911 1.41202 -2.54977
H 3.14739 -0.23209 -3.10875
H 0.84652 0.37779 -2.51020
H 1.63746 0.22136 0.39978
H 1.24670 1.72660 -0.43476
H -0.62978 0.33609 0.89843
H -1.05789 1.18918 -0.59042
H 1.48403 -1.87813 -0.65288
H 1.74666 -2.06986 -2.39822
C -5.37093 -0.75095 0.63972
Cl -4.39840 0.64778 1.13069
Cl -6.85586 -0.75515 1.60656
Cl -5.78786 -0.60787 -1.06775
Cl -4.45994 -2.22600 0.91587
C -6.51889 4.18384 -0.42841
Cl -6.85197 4.13566 -2.16264
Cl -7.22290 5.64990 0.26571
Cl -7.21832 2.76697 0.34712
Cl -4.76881 4.19971 -0.17011
C -8.22556 1.38753 4.92789
Cl -9.03690 -0.02600 4.23936
Cl -8.56409 1.46849 6.65967
Cl -6.48586 1.25749 4.67050
Cl -8.83004 2.84721 4.13791
C 9.16171 -2.62802 -0.29139
Cl 10.17165 -1.29715 0.27132
Cl 7.95865 -2.01109 -1.43383
Cl 10.16222 -3.84006 -1.08968
Cl 8.32872 -3.36154 1.08544
*
```

Highest occupied orbital energy in Ha: -0.3719
Structure (SMILES): NC[C@H](O)C[C@@H]1CCS(=O)(=O)OC1.ClC(Cl)(Cl)Cl.ClC(Cl)(Cl)Cl.ClC(Cl)(Cl)Cl.ClC(Cl)(Cl)Cl
Electronic energy in Eh: -8545.0482
Energy above the lowest of the compared OMol25 structures with the same formula, charge and spin in eV: 0.000

In elementary charge units, the Mulliken charges are: N -0.58; C -0.23; C -0.01; O -0.65; C -1.47; C 0.70; C -0.72; C -0.87; S 1.30; O -0.58; O -0.67; O -0.48; C -0.81; H 0.20; H 0.20; H 0.07; H 0.32; H 0.46; H 0.39; H 0.40; H 0.40; H 0.41; H 0.31; H 0.38; H 0.43; H 0.38; H 0.44; H 0.33; C 0.23; Cl -0.07; Cl -0.04; Cl -0.08; Cl -0.08; C 0.32; Cl -0.10; Cl -0.11; Cl -0.01; Cl -0.10; C 0.34; Cl -0.10; Cl -0.11; Cl -0.05; Cl -0.09; C 0.37; Cl -0.09; Cl -0.09; Cl -0.10; Cl -0.11

=====

Record 2
DFT (wB97M-V/def2-TZVPD) results for a structure of composition C59H52CdFGeIN3OP3.

```
! RIJCOSX wB97M-V def2-TZVPD def2/J DEFGRID3
* xyz 2 1
Cd -18.28525 6.45216 -12.28077
F -22.49205 4.32990 -13.69191
Ge -20.78958 4.82863 -13.39431
C -20.37744 3.24553 -12.27505
C -21.50255 2.49171 -11.87320
C -21.34979 1.16744 -11.43280
C -20.06841 0.62666 -11.34049
C -18.93191 1.39487 -11.58936
C -19.06737 2.73068 -11.98482
P -17.61366 3.76034 -12.01395
C -16.82828 3.61169 -10.38024
C -17.41367 2.93417 -9.28219
C -16.78186 2.93138 -8.02761
C -15.55655 3.58421 -7.82279
C -14.95670 4.23841 -8.90864
C -15.58098 4.24384 -10.17299
C -16.51411 2.74727 -13.05262
C -15.40063 2.00409 -12.58887
C -14.65805 1.19295 -13.44895
C -14.98017 1.09107 -14.80677
C -16.10055 1.78712 -15.27828
C -16.86425 2.58395 -14.41147
C -21.41294 6.73831 -13.37394
C -22.19458 7.08043 -14.50076
C -22.79627 8.35260 -14.62425
C -22.64780 9.29091 -13.59567
C -21.89501 8.98106 -12.45772
C -21.26548 7.74234 -12.35590
P -20.33998 7.32470 -10.90751
C -20.00602 8.83124 -9.93016
C -20.17095 8.86832 -8.53404
C -19.78502 9.99982 -7.81685
C -19.29797 11.13553 -8.47616
C -19.15061 11.10927 -9.86618
C -19.49168 9.96002 -10.58688
C -21.54383 6.46376 -9.89853
C -21.48167 5.07990 -9.61151
C -22.48490 4.45387 -8.86243
C -23.55220 5.21764 -8.33841
C -23.63174 6.58355 -8.64356
C -22.64625 7.19807 -9.41420
C -20.12449 4.48082 -15.18735
C -20.79163 3.47075 -15.89568
C -20.52697 3.24683 -17.26108
C -19.57510 4.04067 -17.90289
C -18.87280 5.04716 -17.21766
C -19.07632 5.19267 -15.84593
P -18.09163 6.39665 -14.96707
C -16.35675 5.93253 -14.90782
C -15.54792 6.28364 -13.78146
C -14.22295 5.87440 -13.75515
C -13.63151 5.26099 -14.85784
C -14.39508 4.99481 -16.00745
C -15.76583 5.31616 -16.02724
C -18.20285 7.80178 -16.11405
C -17.06396 8.56700 -16.46927
C -17.20720 9.72455 -17.22482
C -18.47030 10.14664 -17.65727
C -19.60079 9.40422 -17.31966
C -19.46662 8.19622 -16.63322
H -22.51233 2.91355 -11.90524
H -22.22998 0.57515 -11.15808
H -19.93702 -0.43410 -11.07834
H -17.92901 0.96049 -11.48094
H -18.38673 2.43838 -9.35730
H -17.23212 2.37551 -7.20773
H -15.08936 3.58055 -6.83784
H -13.98289 4.71803 -8.78750
H -15.07535 4.74359 -11.01603
H -15.14958 2.01365 -11.53882
H -13.79422 0.65999 -13.04061
H -14.39331 0.46901 -15.48189
H -16.39546 1.70920 -16.33673
H -17.78972 3.03202 -14.78305
H -22.39930 6.30403 -15.25980
H -23.38100 8.58387 -15.52141
H -23.10135 10.28163 -13.68218
H -21.79441 9.71042 -11.65341
H -20.59739 8.01750 -8.01275
H -19.89512 9.99794 -6.72894
H -19.07235 12.04483 -7.91122
H -18.77769 11.99298 -10.39996
H -19.34561 9.94980 -11.68794
H -20.65875 4.47704 -9.99530
H -22.43348 3.37262 -8.66762
H -24.33093 4.72333 -7.74078
H -24.49078 7.16438 -8.29342
H -22.73110 8.25961 -9.65920
H -21.54823 2.87793 -15.39834
H -21.08531 2.47481 -17.80818
H -19.37592 3.93874 -18.98336
H -18.20282 5.71979 -17.75100
H -15.96478 6.84333 -12.93917
H -13.63216 6.06474 -12.84586
H -12.57011 5.03845 -14.83238
H -13.93123 4.54657 -16.89895
H -16.35891 5.09737 -16.91323
H -16.07587 8.19723 -16.24621
H -16.31078 10.31808 -17.45912
H -18.56186 11.08601 -18.23556
H -20.60427 9.73161 -17.62711
H -20.35329 7.57807 -16.47446
O -18.56258 9.06393 -13.35686
H -17.65028 9.35660 -13.52472
H -18.89482 8.83719 -14.23647
N -18.62226 6.18710 -7.51459
N -18.42822 5.91561 -8.90506
H -18.12670 5.49813 -6.94714
H -19.61514 6.08291 -7.31383
H -18.98038 5.10232 -9.20884
H -17.45192 5.62668 -9.00254
I -15.14817 9.65363 -13.28815
C -15.66145 9.58938 -11.22781
C -15.08671 10.60098 -10.42032
C -15.32468 10.57824 -9.05479
C -16.18779 9.59614 -8.52932
C -16.69930 8.64438 -9.39829
N -16.44045 8.63083 -10.73913
H -14.45532 11.34740 -10.89274
H -14.84575 11.29173 -8.37887
H -16.37325 9.53337 -7.44977
H -17.35681 7.85316 -9.03993
*
```

Highest occupied orbital energy in Ha: -0.4813
Electronic energy in Eh: -6184.8167
Energy above the lowest of the compared OMol25 structures with the same formula, charge and spin in eV: 0.000

Atom charges from the Mulliken analysis, given in e for atoms 1 to 99: Cd 3.72; F -0.55; Ge 1.62; C -0.85; C -0.54; C -1.00; C -0.65; C -0.39; C -0.13; P 1.43; C 0.52; C -0.85; C -0.77; C -0.69; C -0.60; C -0.47; C 0.66; C -0.72; C -0.72; C -0.73; C -0.46; C -0.25; C -0.19; C -0.62; C -0.75; C -0.94; C -0.60; C 1.90; P 0.98; C 0.57; C -0.69; C -0.92; C -0.93; C -0.85; C -0.07; C 1.09; C -0.01; C -1.01; C -0.82; C -0.74; C -0.64; C 0.52; C -0.54; C -0.96; C -1.01; C -0.41; C -0.36; P 1.11; C 1.69; C 0.01; C -1.02; C -0.88; C -0.67; C -0.44; C -0.65; C -0.74; C -0.71; C -0.68; C -0.80; C -0.05; H 0.66; H 0.46; H 0.43; H 0.53; H 0.32; H 0.45; H 0.42; H 0.47; H 0.27; H 0.45; H 0.43; H 0.42; H 0.46; H -0.09; H 0.49; H 0.48; H 0.45; H 0.50; H 0.36; H 0.45; H 0.44; H 0.48; H 0.34; H -0.04; H 0.46; H 0.42; H 0.46; H 0.40; H 0.59; H 0.46; H 0.42; H 0.50; H -0.26; H 0.44; H 0.45; H 0.41; H 0.29; H 0.61; H 0.44

=====

Record 3
DFT (wB97M-V/def2-TZVPD) results for a structure of composition C54H51AsN5O3PSZr.

```
! RIJCOSX wB97M-V def2-TZVPD def2/J DEFGRID3
* xyz 2 1
Zr 3.45255 -13.60375 16.98229
N 3.50267 -11.86072 18.68563
C 4.24692 -12.24845 19.87267
C 4.45313 -13.75609 19.90776
O 4.98745 -14.38682 20.75499
O 3.98820 -14.31967 18.78829
H 3.87999 -11.04000 18.27477
H 2.54075 -11.65947 19.00011
H 3.71038 -11.90844 20.77388
H 5.20860 -11.80000 19.89451
C 0.95799 -10.07706 15.25199
C 2.00529 -9.27221 14.70935
C 3.33134 -9.61520 14.84785
C 3.65689 -10.79093 15.53022
C 2.63737 -11.65458 15.99799
C 1.31212 -11.27477 15.86459
C 5.06621 -11.08191 15.89924
C 6.11354 -10.17018 15.57981
C 7.40516 -10.36630 15.99933
C 7.66855 -11.47392 16.80924
C 8.96648 -11.82832 17.30413
C 9.21290 -12.98837 18.00116
C 8.11496 -13.83226 18.32288
C 6.86813 -13.52401 17.86365
C 6.61081 -12.39613 17.09446
N 5.32286 -12.19984 16.62147
H -0.03559 -9.65155 15.11846
H 1.83453 -8.35564 14.18774
H 4.08656 -9.01621 14.40051
H 0.53143 -11.98216 16.15323
H 5.82224 -9.27246 15.04148
H 8.17317 -9.66008 15.71161
H 9.79257 -11.14073 17.09918
H 10.18066 -13.20735 18.42016
H 8.29062 -14.68325 18.95638
H 6.06223 -14.15976 18.17665
C 7.08240 -15.78400 15.47044
C 5.59070 -15.75905 15.45179
O 4.97561 -14.77133 15.85747
N 4.98181 -16.83907 14.98151
C 3.53915 -17.08219 14.83058
C 2.75841 -17.16716 16.15517
C 2.04454 -18.31169 16.37880
C 1.34324 -18.47411 17.57283
C 1.34956 -17.44096 18.50206
C 2.04960 -16.25645 18.15508
N 2.70600 -16.10104 16.99727
H 7.49971 -14.85288 15.16812
H 7.46118 -16.62175 14.85833
H 7.45298 -15.91897 16.49130
H 5.56790 -17.57254 14.64592
H 3.51631 -18.07180 14.40079
H 2.99673 -16.39487 14.13240
H 1.97164 -19.07165 15.58391
H 0.81238 -19.42722 17.73959
H 0.83923 -17.53426 19.43760
H 2.02017 -15.43016 18.85339
C -1.04763 -12.21370 18.29484
C -2.07568 -12.09357 19.41586
As -3.65516 -11.07299 18.80676
C -4.87834 -11.52842 20.32760
C -6.20416 -11.90212 20.12459
C -7.07317 -12.13724 21.19944
C -6.62394 -12.07701 22.51890
C -5.27454 -11.69926 22.70431
C -4.44195 -11.40837 21.63298
C -4.12765 -12.45333 17.52205
C -4.10555 -12.08570 16.16329
C -4.41543 -13.01440 15.16447
C -4.77042 -14.28169 15.54458
C -4.75958 -14.66823 16.87999
C -4.42722 -13.76025 17.87193
P 0.25488 -13.52709 18.46653
C -0.87584 -14.97592 18.56719
C -1.40171 -15.51510 19.71682
C -2.25825 -16.56871 19.69130
C -2.53222 -17.17669 18.46725
C -2.04292 -16.64402 17.29933
C -1.17965 -15.56115 17.36431
C 0.85164 -13.25503 20.21699
C 0.95668 -11.98652 20.70350
C 1.46245 -11.69339 21.99173
C 1.86661 -12.74266 22.79806
C 1.76774 -14.05222 22.33434
C 1.28743 -14.33195 21.05899
H -0.55719 -11.22527 18.06831
H -1.55541 -12.56687 17.37673
H -1.66856 -11.59973 20.32887
H -2.45305 -13.06213 19.73278
H -6.65454 -11.93173 19.15250
H -8.11386 -12.30402 20.95289
H -7.22145 -12.33946 23.35274
H -4.96759 -11.58937 23.74925
H -3.42440 -11.04139 21.76952
H -3.90299 -11.07957 15.87853
H -4.41495 -12.70123 14.11858
H -5.13724 -15.03433 14.87100
H -5.02891 -15.69869 17.18883
H -4.51265 -13.98862 18.92091
H -1.19806 -15.01996 20.62787
H -2.70855 -16.97721 20.57870
H -3.22322 -18.02851 18.50860
H -2.31452 -17.04773 16.34067
H -0.78950 -15.16293 16.43587
H 0.64786 -11.11696 20.14304
H 1.47958 -10.67449 22.29228
H 2.25727 -12.48621 23.79340
H 2.15606 -14.80316 23.00178
H 1.24814 -15.39361 20.76334
S 2.21351 -13.92859 12.39097
C 0.82171 -14.43557 13.28962
C 1.14052 -14.46155 14.62048
N 2.41907 -14.10166 14.90411
C 3.07080 -13.76113 13.81686
H -0.10336 -14.71016 12.82968
H 0.47065 -14.75727 15.41936
H 4.09442 -13.35057 13.86109
*
```

Highest occupied orbital energy in Ha: -0.4366
Electronic energy in Eh: -5609.9150
Energy above the lowest of the compared OMol25 structures with the same formula, charge and spin in eV: 0.000

Atom charges from the Mulliken analysis, given in e for atoms 1 to 99: Zr 0.60; N -0.51; C -0.76; C 0.69; O -0.64; O -0.92; H 0.51; H -0.18; H 0.45; H 0.51; C -0.87; C -1.15; C -1.14; C 1.33; C 1.21; C -0.26; C 1.14; C -1.54; C -1.29; C 0.65; C -0.85; C -0.99; C -0.92; C -0.58; C -0.03; N 2.04; H 0.55; H 0.44; H 0.57; H 0.33; H 0.38; H 0.49; H 0.42; H 0.46; H 0.58; H 0.70; C -1.33; C 0.44; O -0.05; N -0.11; C -1.23; C 1.08; C -1.01; C -0.91; C -1.22; C -0.14; N 0.87; H 0.28; H 0.48; H 0.23; H 0.30; H 0.60; H 0.03; H 0.39; H 0.44; H 0.65; H -0.38; C -1.21; C -0.76; As 0.36; C 0.27; C -0.30; C -0.51; C -0.59; C -0.53; C -0.32; C -0.19; C -0.30; C -0.75; C -0.42; C -0.94; C 0.20; P 2.29; C 0.62; C -0.34; C -1.32; C -0.69; C -1.34; C 0.08; C 0.68; C -0.61; C -1.01; C -0.78; C -0.56; C -0.43; H 0.61; H 0.74; H 0.49; H 0.31; H 0.42; H 0.38; H 0.45; H 0.35; H 0.30; H 0.47; H 0.48; H 0.48; H 0.40; H 0.54

=====

Record 4
DFT (wB97M-V/def2-TZVPD) results for a structure of composition C17H44NO7PSi2.

```
! RIJCOSX wB97M-V def2-TZVPD def2/J DEFGRID3
* xyz 0 1
C -8.04612 1.77685 5.19463
C -7.46984 0.36129 5.24194
P -6.64495 -0.07136 3.62653
C -6.91092 -1.90227 3.53217
Si -4.53891 0.09684 4.36478
C -3.93722 -1.32561 5.44704
C -3.31096 -0.90139 6.75161
N -3.83398 -0.19674 7.66107
O -3.49111 0.23626 3.09558
Si -2.96512 1.67430 2.46062
H -8.92961 1.81612 4.55744
H -7.31808 2.48241 4.78807
H -8.32663 2.12069 6.19083
H -8.25794 -0.37505 5.41537
H -6.78674 0.27362 6.09354
H -7.92707 -2.11877 3.86100
H -6.82497 -2.21316 2.49137
H -6.22675 -2.50599 4.12869
H -4.51128 1.35888 5.15549
H -3.22124 -1.90371 4.85841
H -4.77397 -1.99638 5.66170
H -2.29686 -1.26258 6.93918
H -4.78059 0.10112 7.41116
H -2.23257 1.37234 1.22142
H -2.08609 2.34304 3.44201
H -4.12697 2.54791 2.17580
C 3.23806 -1.24640 -1.66048
O 2.96613 -1.18278 -0.27988
C 2.89738 0.13490 0.22775
C 1.89681 0.24266 1.35487
O 0.54403 0.17153 0.94062
C 0.00095 -1.09600 0.61931
C -0.32601 -1.95511 1.81871
O 0.84199 -2.47245 2.42386
C 0.70261 -2.71459 3.80202
H 4.27701 -0.97088 -1.87971
H 3.07502 -2.27571 -1.97648
H 2.57711 -0.58869 -2.23511
H 2.62319 0.83772 -0.56805
H 3.87999 0.43468 0.61999
H 2.00592 1.24428 1.77820
H 2.11943 -0.48779 2.13595
H 0.63043 -1.64016 -0.08826
H -0.95190 -0.87145 0.13308
H -0.96761 -2.78073 1.47777
H -0.90024 -1.36011 2.54116
H 0.30420 -1.83574 4.32307
H 1.69254 -2.93975 4.19447
H 0.04192 -3.56680 4.00378
C 7.57516 1.00576 -5.18869
O 6.46013 0.60104 -5.94561
C 5.67980 -0.39977 -5.32427
C 4.21309 -0.26615 -5.66347
O 3.55330 0.82334 -5.04023
C 3.83186 2.12674 -5.52277
C 3.19137 2.45492 -6.85136
O 3.84220 1.79763 -7.91922
C 3.00361 1.54007 -9.01919
H 8.34273 0.22437 -5.13892
H 7.99847 1.88050 -5.67891
H 7.28717 1.27495 -4.16574
H 5.80190 -0.35981 -4.23450
H 6.01173 -1.39099 -5.66465
H 3.72365 -1.15580 -5.25873
H 4.06152 -0.25223 -6.74504
H 4.90471 2.32658 -5.55521
H 3.37848 2.79441 -4.78603
H 3.25039 3.54399 -6.99196
H 2.13053 2.17625 -6.81976
H 2.08000 1.03827 -8.70813
H 3.55013 0.88762 -9.69758
H 2.73559 2.45906 -9.55411
*
```

Highest occupied orbital energy in Ha: -0.3176
Electronic energy in Eh: -2175.8236

In elementary charge units, the Mulliken charges are: C -1.30; C -0.25; P 0.01; C -1.04; Si -0.02; C -0.54; C -0.03; N -0.76; O 0.14; Si 0.42; H 0.36; H 0.31; H 0.37; H 0.44; H 0.03; H 0.37; H 0.33; H 0.26; H -0.11; H 0.36; H 0.36; H 0.38; H 0.32; H -0.15; H -0.12; H -0.15; C -0.87; O -0.33; C -0.54; C -0.43; O -0.35; C -0.53; C -0.12; O -0.32; C -0.74; H 0.35; H 0.37; H 0.34; H 0.30; H 0.39; H 0.39; H 0.20; H 0.13; H 0.45; H 0.41; H 0.00; H 0.32; H 0.25; H 0.31; C -0.76; O -0.29; C -0.42; C -0.45; O -0.37; C -0.39; C -0.58; O -0.28; C -0.76; H 0.33; H 0.24; H 0.33; H 0.24; H 0.38; H 0.45; H 0.16; H 0.17; H 0.39; H 0.39; H 0.34; H 0.34; H 0.23; H 0.32

=====

no.,M (g/mol)
1,824.56
2,1242.93
3,1047.22
4,461.68